No. 1
{
  "formula": "C14H43NO11",
  "method": "ωB97M-V/def2-TZVPD",
  "elements": ["H", "H", "C", "O", "C", "O", "C", "H", "H", "H", "H", "H", "H", "H", "H", "O", "N", "H", "H", "H", "O", "H", "C", "H", "H", "H", "H", "H", "H", "O", "H", "C", "H", "H", "C", "H", "C", "O", "H", "C", "H", "C", "H", "H", "H", "H", "H", "C", "H", "H", "O", "O", "H", "C", "H", "H", "H", "O", "C", "C", "H", "C", "H", "O", "H", "H", "H", "H", "O"],
  "xyz": [[-1.4629, 1.6863, 2.1964], [-8.6785, 3.1177, -3.4175], [2.5232, 0.3160, -4.9447], [0.7374, -7.5232, -2.1265], [5.0384, -2.3911, 1.7090], [-0.1865, 5.2822, 2.4288], [1.5336, -6.4148, -1.8038], [-1.8421, -5.1334, 4.5817], [1.1109, -0.5920, -4.0239], [1.9130, -6.6514, -0.8097], [4.2539, -1.7023, 1.3954], [1.0056, 7.1467, 2.2469], [3.3958, 4.2722, 1.2888], [-1.7382, 6.5968, 2.9773], [5.0019, -2.2840, 2.7931], [3.7694, -5.6825, -2.3650], [2.6057, 6.6337, 0.1809], [0.0290, 6.7172, 0.9513], [6.0544, -1.9714, 0.1624], [0.9892, -5.4778, -1.6870], [6.2370, -2.0186, 1.1037], [-8.4529, 1.8995, -1.7734], [2.6002, -6.3123, -2.9005], [1.9503, 1.2431, -4.9655], [-2.2405, -4.8713, 2.0763], [-3.7590, -6.3363, 4.1864], [0.4412, 0.2728, 3.0542], [-0.1471, -0.8696, 1.9198], [3.4703, 6.3190, -0.2358], [-8.6415, 3.7321, -2.6808], [-6.6011, 2.9839, -0.3737], [-6.7546, 3.0492, -1.4509], [-6.3350, 4.0383, -1.6346], [2.4625, 4.3972, 2.7489], [-0.9627, 5.9739, 3.4230], [2.7842, -7.2957, -3.3330], [-2.8545, -6.3170, 3.5786], [-3.7167, -4.0204, 3.1428], [-5.4319, 1.5884, -1.2800], [1.8745, 5.6237, 1.0309], [-1.4794, 5.3589, 4.1598], [4.0282, 0.6292, -4.7048], [-8.8004, 3.2512, -0.6300], [-0.3097, 6.5342, 4.0922], [2.2486, -0.0535, -5.9327], [4.2215, 0.9535, -3.6822], [-3.2839, -3.3083, 2.6662], [2.8808, 4.9855, 1.9322], [-2.8054, -7.2119, 2.9582], [4.3000, -6.4212, -2.0575], [4.6761, -0.6418, -4.8549], [-1.4607, 0.7264, 2.2010], [4.1832, -1.2055, -4.2541], [-3.1820, -5.1541, 2.5471], [4.4885, 1.3159, -5.4151], [0.0506, -7.6522, -1.4682], [2.3072, -5.7464, -3.7849], [-1.6244, -5.9684, 4.1610], [-0.1191, 0.2011, 2.1220], [0.6453, 6.2600, 1.7254], [3.0131, 7.2863, 0.8354], [-8.3006, 2.9560, -1.5525], [4.6361, -3.3879, 1.5287], [2.0269, -0.3759, -3.8347], [1.4533, 4.8304, 0.4133], [3.6433, 5.6862, 2.2723], [0.4465, 0.7028, 1.3369], [-3.8848, -5.5555, 1.8170], [-5.9750, 1.9806, -1.9677]],
  "homo_ev": -9.69,
  "smiles": "COC[C@H](C)N.OCCO.OCCO.OCCO.OCCO.CO.CO",
  "homo_lumo_gap_ev": 9.7,
  "spin_multiplicity": 1,
  "charge": 0
}

No. 2
{
  "formula": "C3H5NO2",
  "method": "ωB97M-V/def2-TZVPD",
  "elements": ["C", "H", "C", "H", "C", "H", "O", "N", "O", "H", "H"],
  "xyz": [[0.5034, -1.4924, 0.1511], [0.3715, -1.9375, 1.1280], [-0.6185, -0.2369, -0.1403], [1.2325, 2.3848, -0.8618], [0.7544, 1.5881, -0.2843], [1.4491, -1.6158, -0.3580], [-0.6401, -1.5057, -0.6911], [-0.0951, 0.8145, -0.8658], [-1.6221, 0.0083, 0.7781], [-2.3207, 0.5371, 0.3627], [0.9857, 1.4554, 0.7814]],
  "homo_ev": -8.88,
  "smiles": "C=N[C@]1(O)CO1",
  "homo_lumo_gap_ev": 9.5,
  "spin_multiplicity": 1,
  "charge": 0
}

No. 3
{
  "formula": "C19H26N6OSV",
  "method": "ωB97M-V/def2-TZVPD",
  "elements": ["C", "H", "O", "H", "H", "H", "H", "C", "V", "H", "C", "N", "N", "H", "H", "C", "H", "C", "N", "C", "C", "H", "H", "H", "H", "C", "C", "H", "H", "C", "H", "C", "N", "H", "H", "C", "H", "C", "C", "H", "C", "H", "H", "S", "C", "H", "H", "C", "N", "H", "C", "C", "H", "N"],
  "xyz": [[-2.0107, 1.1446, -3.2724], [-2.0956, -0.5825, 3.0764], [2.2012, 0.3808, -1.9106], [1.1029, -3.2399, 3.4540], [2.8029, 3.3163, -2.9621], [2.9292, -0.1659, 1.7667], [-4.0813, 1.4436, -2.7939], [4.0963, -0.4121, -3.7081], [1.2701, -0.3781, -0.2975], [-4.0314, -1.4725, 4.3223], [1.4598, 1.4556, 1.8412], [-0.6997, 0.0311, -1.6215], [3.6354, 0.9597, -3.5270], [-0.0403, 2.9681, 1.3455], [2.9067, 2.9393, 2.4791], [-1.7983, -0.0994, -0.8496], [4.2667, -0.8765, -2.7402], [-2.7492, -1.3787, 1.1929], [1.5465, -3.2466, 2.5509], [-3.7206, -2.1309, 0.5344], [-3.9420, -1.6588, 3.2606], [1.4425, 3.0637, 0.3936], [0.2110, 1.8196, 0.0499], [0.0954, 0.6981, -3.3876], [-5.7437, -2.8148, 3.1548], [1.0261, -2.5095, 1.5592], [-3.0279, 0.4077, -1.2365], [-2.0558, 1.6143, -4.2445], [-5.5335, -3.2520, 0.7304], [-1.6041, -0.8386, 0.4370], [1.4309, 2.9197, 3.4561], [-0.8114, 0.6318, -2.7998], [0.0220, -1.7177, 1.8614], [3.3662, -1.0009, -4.2619], [5.0307, -0.3865, -4.2608], [2.7121, 1.2820, -2.6165], [3.2263, 1.1356, 0.6138], [-4.9043, -2.4128, 2.6031], [2.4378, 0.5445, 1.0972], [-3.6276, -2.3239, -0.5275], [-3.1315, 1.0411, -2.4683], [1.7106, 2.7920, -1.7321], [2.2638, -3.9188, 2.3504], [1.7542, -2.6690, -0.0408], [-4.7904, -2.6552, 1.2417], [0.7118, 0.8274, 2.3359], [-3.8830, 0.3067, -0.5843], [0.7298, 2.3720, 0.8537], [2.3254, 2.5658, -2.4952], [4.0151, 1.6801, -4.1164], [-2.8588, -1.1507, 2.5629], [2.1464, 2.2910, 2.9215], [2.6408, 1.6452, 3.6472], [-0.3754, -0.9850, 0.7613]],
  "homo_ev": [-10.86, -11.10],
  "homo_lumo_gap_ev": [7.6, 7.7],
  "spin_multiplicity": 3,
  "s_squared": 2.044,
  "charge": 1
}

Electronic energy for every record listed, in sequence, given in Eh: -1441.35699 -322.43920 -2485.44211.
ΔE to the lowest compared entry with this formula, charge and spin for every record listed, in sequence, given in kJ/mol: 52.3 354.8 48.8.